C3H6O2 | ωB97M-V/def2-TZVPD

Element x y z (Å)
C1 1.07194 0.81222 -0.21700
C2 0.01471 -0.28265 -0.15997
O1 0.59679 -1.53434 -0.08209
C3 -1.24125 -0.01110 0.54422
O2 -1.12580 -0.15209 -0.92420
H1 1.68866 0.62825 -1.09365
H2 1.69146 0.76834 0.67476
H3 0.60179 1.78678 -0.30382
H4 -0.04926 -2.19714 -0.35577
H5 -1.76339 -0.81226 1.05522
H6 -1.48564 0.99401 0.86229

Atomic forces in eV per Å
-0.348 -0.750 -0.437
0.695 0.839 1.262
0.120 -0.177 -0.309
-0.106 -0.055 -0.605
-0.494 -0.080 0.176
0.177 0.121 -0.038
0.034 0.001 0.033
-0.056 0.030 0.038
-0.031 0.097 0.041
-0.003 -0.061 -0.176
0.012 0.036 0.015

The calculation puts the electronic energy at -7302.05752 eV. As for the spin multiplicity: 1. As for the net charge: 0. As for the SMILES: C[C@@]1(O)CO1. The calculation puts the highest occupied orbital energy at -0.37071 Eh.



C32H42BFN7O3 | ωB97M-V/def2-TZVPD

Element x y z (Å)
O1 -1.55347 -3.23234 0.27850
C1 -0.38175 -3.15952 0.50260
F1 0.28729 -4.34485 0.69811
C2 0.41610 -1.90138 0.68189
C3 1.02546 -1.71956 2.09460
C4 0.17648 -2.49753 3.15374
B1 0.69309 -3.94604 3.45859
O2 -0.19574 -5.04324 3.62028
O3 2.05904 -4.24693 3.58832
H1 1.26299 -1.96928 -0.01578
H2 -0.18985 -1.06422 0.33154
H3 2.02560 -2.17742 2.03991
H4 0.22477 -1.96036 4.11856
H5 -0.89056 -2.51324 2.90232
H6 -0.80925 -5.07229 2.88507
H7 2.45458 -4.20061 2.71706
N1 1.29665 -7.60308 2.71038
C5 1.74391 -8.76674 2.14658
C6 2.65544 -9.32505 3.00521
C7 2.75852 -8.45740 4.12902
C8 1.90514 -7.40426 3.91180
H8 0.62393 -6.97635 2.30873
H9 1.37840 -9.09587 1.18873
H10 3.19001 -10.24715 2.84461
H11 3.38819 -8.58752 4.99393
H12 1.68526 -6.53443 4.49925
N2 3.11173 -0.23763 -1.89414
C9 4.00075 -0.31229 -0.85949
C10 4.64630 0.89171 -0.77179
C11 4.12009 1.72949 -1.79144
C12 3.17342 1.00369 -2.46553
H13 2.50003 -0.97822 -2.18138
H14 4.09046 -1.20990 -0.27241
H15 5.40346 1.14695 -0.05008
H16 4.40050 2.74877 -2.00232
H17 2.53933 1.26293 -3.29690
N3 3.24387 4.44003 -4.45839
C13 4.23649 5.35405 -4.23866
C14 4.94378 5.49359 -5.40331
C15 4.35267 4.62884 -6.36313
C16 3.30644 3.99313 -5.74899
H18 2.57563 4.13780 -3.77343
H19 4.35449 5.82349 -3.27720
H20 5.79157 6.14146 -5.55026
H21 4.66146 4.48801 -7.38535
H22 2.60566 3.26407 -6.11786
N4 -2.54251 0.71058 -1.11956
C17 -1.48954 1.58237 -1.12121
C18 -1.79570 2.61264 -0.27246
C19 -3.08481 2.35006 0.26310
C20 -3.51598 1.16726 -0.27608
H23 -2.58800 -0.14068 -1.64741
H24 -0.61397 1.39200 -1.71799
H25 -1.16137 3.45450 -0.05083
H26 -3.62783 2.95428 0.97041
H27 -4.42569 0.61165 -0.12815
N5 0.02332 -7.94691 6.90692
C21 -0.24846 -6.61407 6.78648
C22 -0.67909 -6.15840 8.00442
C23 -0.66976 -7.26626 8.89588
C24 -0.22971 -8.35488 8.18785
H28 0.36326 -8.53093 6.16291
H29 -0.11277 -6.10436 5.84658
H30 -0.96571 -5.14503 8.23045
H31 -0.94923 -7.26364 9.93667
H32 -0.07310 -9.37777 8.48561
N6 -2.54795 7.13599 -1.75427
C25 -3.27024 8.18689 -1.25498
C26 -4.07165 7.70296 -0.25561
C27 -3.81992 6.30754 -0.14750
C28 -2.87407 5.98789 -1.08375
H33 -1.87841 7.19816 -2.49740
H34 -3.15269 9.18077 -1.65202
H35 -4.76140 8.28405 0.33363
H36 -4.28098 5.61720 0.53819
H37 -2.41188 5.04811 -1.33063
N7 -5.33781 6.40986 -6.63090
C29 -4.15857 5.85153 -7.04331
C30 -3.25102 5.99479 -6.02782
C31 -3.90895 6.66600 -4.96112
C32 -5.19394 6.90949 -5.36463
H38 -6.17928 6.44713 -7.17354
H39 -4.06849 5.39940 -8.01603
H40 -2.22950 5.65289 -6.04602
H41 -3.48992 6.93579 -4.00827
H42 -6.01503 7.38783 -4.85912

Atomic forces in eV per Å
-0.062 -0.461 0.142
-0.684 1.280 -0.567
0.373 -0.123 0.170
0.976 -0.382 -0.043
-0.373 -0.495 -0.360
0.514 0.062 0.195
-0.171 0.024 -0.294
0.914 -0.176 -0.045
-0.844 -0.367 0.374
-0.015 0.000 0.008
-0.413 -0.132 0.084
0.056 0.047 0.161
-0.082 -0.042 -0.008
-0.040 0.094 0.011
-0.544 0.400 0.153
0.307 0.389 -0.114
0.052 -0.184 -0.066
-0.018 0.061 0.020
0.004 -0.025 -0.011
-0.066 -0.080 0.006
0.017 -0.174 0.126
-0.003 0.169 0.078
0.015 -0.009 -0.001
0.000 0.001 -0.006
0.014 0.016 -0.002
0.085 0.091 -0.050
0.061 0.065 0.010
0.010 -0.056 -0.043
0.010 -0.014 0.000
-0.030 0.042 -0.027
-0.048 0.000 -0.042
-0.060 -0.010 0.069
-0.032 0.034 0.063
-0.013 0.003 0.016
0.029 -0.012 -0.022
0.027 -0.009 -0.024
-0.004 0.029 -0.035
-0.022 -0.014 0.024
0.005 0.021 0.019
-0.017 -0.013 -0.023
-0.023 -0.008 0.033
0.017 -0.030 0.038
0.018 -0.003 0.000
0.003 0.001 0.002
0.001 -0.003 -0.002
0.014 -0.010 -0.010
-0.002 0.116 -0.003
-0.032 -0.033 -0.077
0.039 0.027 -0.048
-0.041 0.002 -0.003
-0.021 -0.015 -0.051
0.039 -0.091 0.096
0.041 -0.006 0.059
0.037 -0.031 0.056
0.009 -0.009 0.020
0.005 -0.004 0.027
-0.055 0.002 0.086
0.057 0.064 -0.123
-0.013 -0.062 0.037
0.017 -0.023 0.022
0.006 -0.027 -0.027
0.078 0.059 -0.057
-0.074 0.019 -0.005
-0.005 0.001 -0.012
0.002 -0.006 0.005
-0.009 0.004 0.015
0.011 0.028 0.140
0.013 0.004 -0.045
-0.007 0.013 -0.010
-0.002 -0.002 0.004
0.017 0.049 -0.069
0.074 0.002 0.022
-0.009 0.002 0.008
0.001 0.003 0.004
0.002 -0.013 -0.002
-0.049 -0.049 0.008
0.043 0.016 0.027
-0.015 -0.002 0.002
0.000 -0.003 -0.029
0.010 0.022 -0.084
-0.021 -0.005 -0.027
-0.025 -0.008 -0.009
0.016 -0.004 0.004
0.000 -0.006 -0.003
-0.103 -0.030 0.010
0.011 -0.004 0.024

The calculation puts the electronic energy at -53832.38218 eV. As for the spin multiplicity: 1. As for the net charge: -1. The calculation puts the highest occupied orbital energy at -0.08038 Eh.



CH2ClNO2 | ωB97M-V/def2-TZVPD

Element x y z (Å)
C1 1.37852 0.97702 2.31164
N1 0.19820 0.30517 0.13258
O1 0.63729 1.87407 2.28163
O2 1.12353 -0.21095 1.00841
Cl1 2.71631 0.45866 3.10061
H1 0.31114 0.02372 -0.81256
H2 -0.58343 -0.25750 0.44879

Atomic forces in eV per Å
-2.277 -1.554 -4.937
-2.208 0.184 1.792
0.672 -0.123 0.994
2.635 1.616 2.708
0.786 -0.272 0.852
1.336 -0.407 -0.895
-0.945 0.557 -0.515

The calculation puts the electronic energy at -19173.69793 eV. As for the spin multiplicity: 1. As for the net charge: 0. The calculation puts the highest occupied orbital energy at -0.33830 Eh.



C6H6 | ωB97M-V/def2-TZVPD

Element x y z (Å)
C1 0.22104 1.39775 0.78484
C2 -1.27156 0.96244 -0.27651
C3 -1.34582 -0.23308 -0.86243
C4 0.05526 -1.47376 -0.65436
C5 1.12279 -1.15505 0.07830
C6 1.21233 0.51910 0.93683
H1 -0.07444 2.40703 1.09755
H2 -1.84095 1.89628 -0.17968
H3 -2.01066 -0.82427 -1.50460
H4 -0.34576 -2.30058 -1.25520
H5 2.08594 -1.56887 0.40198
H6 2.17846 0.40833 1.44659

Atomic forces in eV per Å
-2.312 -1.982 -2.267
3.341 -0.349 1.756
3.292 -1.508 1.151
-2.010 3.199 0.364
-0.995 3.486 1.144
-1.324 -2.843 -2.149
1.029 -0.573 0.326
-0.324 -1.003 -0.623
-0.209 1.140 0.388
1.079 0.034 0.580
-0.825 -0.579 -0.696
-0.742 0.977 0.026

The calculation puts the electronic energy at -6312.96788 eV. As for the spin multiplicity: 1. As for the net charge: 0. As for the SMILES: c1ccccc1. The calculation puts the highest occupied orbital energy at -0.35390 Eh.



C2H4N2 | ωB97M-V/def2-TZVPD

Element x y z (Å)
C1 -0.79396 0.41301 0.13218
C2 0.13055 -0.63956 -0.45612
N1 1.31909 -0.21486 0.30885
N2 0.56923 0.75584 -0.32183
H1 -1.63641 0.92458 -0.46674
H2 -0.68708 0.33402 1.23927
H3 0.12317 -1.12158 -1.76082
H4 0.97541 -0.45145 1.32521

Atomic forces in eV per Å
0.886 -0.270 0.246
-0.006 -0.149 -5.119
-0.733 -3.117 2.355
-1.099 1.761 -1.382
1.389 -1.117 1.311
-1.461 0.321 -0.555
0.129 1.476 4.710
0.894 1.096 -1.565

The calculation puts the electronic energy at -5113.78543 eV. As for the spin multiplicity: 1. As for the net charge: 0. The calculation puts the highest occupied orbital energy at -0.37361 Eh.



C4H33N3O11 | ωB97M-V/def2-TZVPD

Element x y z (Å)
N1 -0.02258 0.06215 0.55789
C1 0.91463 0.06522 -0.50184
C2 0.85813 0.93471 -1.55144
N2 -0.13402 1.97660 -1.50037
C3 1.79667 0.92015 -2.66938
C4 2.72309 -0.32258 -2.65996
N3 1.91280 -1.44748 -3.28584
H1 -0.83631 0.64870 0.70837
H2 -0.16018 -0.82371 1.04579
H3 1.49917 -0.86807 -0.62699
H4 -0.35673 2.42536 -2.39341
H5 0.10007 2.59551 -0.70421
H6 2.49552 1.81948 -2.68972
H7 1.06646 1.04043 -3.48516
H8 3.05803 -0.52867 -1.47736
H9 3.59862 -0.18657 -3.38187
H10 1.21278 -1.92828 -2.69692
H11 2.40318 -2.25096 -3.58906
O1 -3.11888 -0.30472 -0.71919
H12 -3.25454 0.61312 -0.71083
H13 -3.45457 -0.76051 0.07172
O2 1.40236 4.26622 -0.44525
H14 1.53676 3.63930 0.14244
H15 1.84853 4.16448 -1.27999
O3 -3.92705 2.71523 1.55049
H16 -3.16019 2.85027 2.14081
H17 -3.75195 2.52888 0.69305
O4 -0.68571 -4.16490 1.43822
H18 -1.20407 -3.77089 0.79585
H19 -0.15681 -4.85509 1.08253
O5 3.28414 0.94917 0.77093
H20 2.78514 0.36629 1.46525
H21 2.43217 1.34895 0.48249
O6 -0.87684 3.41455 1.51217
H22 -1.59698 2.84684 1.47161
H23 -0.89027 4.14901 2.02561
O7 3.88611 -2.12762 0.11671
H24 3.47007 -1.77552 -0.55803
H25 4.74343 -1.64249 0.12193
O8 0.27786 -2.83714 3.33439
H26 -0.30967 -3.43994 2.73863
H27 0.88598 -2.65732 2.67456
O9 -3.53929 -2.10468 1.41393
H28 -3.03847 -2.53885 0.75686
H29 -3.95983 -2.92507 1.79282
O10 -2.55841 1.73422 3.30826
H30 -2.04442 1.18137 2.77968
H31 -3.40876 1.14055 3.34783
O11 -0.96034 -2.29660 -1.18884
H32 -0.96627 -1.30657 -1.09312
H33 -1.81858 -2.53249 -1.13207

Atomic forces in eV per Å
0.301 -1.082 1.145
-1.730 -0.033 -1.618
-0.706 -0.132 2.632
0.406 -0.491 0.711
1.485 0.631 -0.228
-0.536 -1.512 0.036
-0.668 0.351 1.192
0.670 0.216 -1.073
0.361 0.424 -0.319
-0.410 1.009 0.767
0.525 0.036 0.785
-0.833 0.078 -1.301
-1.013 -0.638 0.216
1.055 -0.518 -0.789
-0.415 1.030 -3.582
-1.005 -0.077 1.437
0.189 1.209 0.112
1.468 -0.427 -0.535
0.562 -2.488 -0.227
-0.445 1.675 0.359
-0.262 0.945 -0.151
-1.666 5.643 -3.876
1.530 -4.777 4.038
0.411 -0.575 0.060
-1.800 1.304 3.751
-0.668 -0.364 -0.633
1.285 -0.531 -3.928
0.273 -0.948 2.053
-1.099 1.091 -2.331
0.560 -0.786 -0.714
-2.605 -1.114 2.129
2.001 1.053 -1.464
0.989 0.104 -0.525
3.356 -2.320 -3.200
-1.960 -0.582 0.439
-0.938 2.997 2.515
4.388 -2.288 5.265
-3.360 2.503 -5.246
-0.927 -0.564 0.230
-3.034 -1.587 0.681
1.073 1.322 1.902
2.488 0.962 -1.689
-1.395 -1.244 1.549
1.305 -0.381 -1.438
0.150 1.530 -0.014
-3.254 -1.063 2.171
2.010 -1.478 -1.212
2.055 1.995 0.097
4.427 2.061 0.157
-0.088 -1.135 -0.118
-4.505 -1.034 -0.214

The calculation puts the electronic energy at -31671.80888 eV. As for the spin multiplicity: 1. As for the net charge: 0. As for the SMILES: N/C=C(\N)CCN.O.O.O.O.O.O.O.O.O.O.O. The calculation puts the highest occupied orbital energy at -0.28001 Eh.



no.,frontier orbital gap (eV)
1,11.025
2,3.972
3,9.681
4,10.855
5,11.326
6,7.296